No. 1
{
  "formula": "C14H15NO6Pd",
  "method": "the ωB97M-V functional and the def2-TZVPD basis",
  "e_homo_ev": -8.56,
  "homo_lumo_gap_ha": 0.30411,
  "symbols": ["Pd", "O", "C", "O", "C", "C", "C", "C", "C", "O", "C", "C", "O", "O", "H", "H", "H", "H", "H", "H", "H", "H", "O", "C", "C", "C", "C", "C", "C", "N", "H", "H", "H", "H", "H", "H", "H"],
  "coordinates": [[-0.366, 0.239, -0.306], [-1.476, -2.418, 2.424], [-0.910, -1.520, 1.848], [-1.345, -1.083, 0.679], [0.173, -0.714, 2.569], [-0.377, 0.702, 2.677], [0.327, 1.537, 3.738], [1.696, 1.817, 3.077], [1.567, 1.076, 1.759], [0.124, 1.292, 1.426], [1.593, -0.422, 1.928], [1.879, -1.169, 0.605], [1.755, -2.384, 0.626], [2.196, -0.429, -0.395], [0.287, -1.198, 3.535], [-1.462, 0.776, 2.682], [0.400, 1.000, 4.682], [-0.221, 2.462, 3.911], [2.533, 1.429, 3.656], [1.852, 2.882, 2.916], [2.172, 1.446, 0.941], [2.355, -0.739, 2.640], [0.840, 1.298, -1.646], [0.415, 1.160, -2.995], [-0.665, 0.110, -3.155], [-1.110, -0.303, -4.400], [-2.111, -1.257, -4.471], [-2.639, -1.783, -3.300], [-2.144, -1.339, -2.092], [-1.192, -0.403, -2.039], [1.582, 0.651, -1.388], [1.262, 0.896, -3.631], [0.035, 2.130, -3.321], [-0.668, 0.111, -5.296], [-2.470, -1.594, -5.434], [-3.412, -2.537, -3.318], [-2.478, -1.719, -1.134]],
  "mulliken_charge": [0.714, -0.668, 0.208, -0.655, -0.385, 0.027, -0.937, -0.946, 0.194, -0.665, -0.386, 0.412, -0.684, -0.832, 0.540, 0.629, 0.366, 0.350, 0.357, 0.350, 0.671, 0.728, -0.569, -0.437, 0.730, -0.891, -0.133, -0.823, -0.275, 0.008, 0.463, 0.392, 0.331, 0.405, 0.406, 0.414, 0.589]
}

---

No. 2
{
  "formula": "C14H15NO6S",
  "method": "the ωB97M-V functional and the def2-TZVPD basis",
  "e_homo_ev": -8.18,
  "smiles": "COC(=O)CSCC(=O)Nc1cc2c(cc1C(C)=O)OCO2",
  "homo_lumo_gap_ha": 0.30255,
  "de_lowest_kcal_mol": 11.22,
  "symbols": ["C", "O", "C", "O", "C", "S", "C", "C", "O", "N", "C", "C", "C", "C", "C", "C", "C", "C", "O", "O", "C", "O", "H", "H", "H", "H", "H", "H", "H", "H", "H", "H", "H", "H", "H", "H", "H"],
  "coordinates": [[2.306, 0.283, 2.614], [1.599, 1.228, 1.817], [1.004, 2.234, 2.464], [1.068, 2.416, 3.648], [0.244, 3.098, 1.489], [-1.561, 3.041, 1.807], [-1.772, 1.446, 2.655], [-1.127, 0.249, 1.977], [-0.666, -0.652, 2.645], [-1.154, 0.310, 0.621], [-0.625, -0.575, -0.300], [-0.026, -1.769, 0.133], [0.484, -2.612, -0.817], [0.411, -2.310, -2.183], [-0.168, -1.158, -2.627], [-0.701, -0.257, -1.680], [-1.315, 0.994, -2.147], [-1.380, 1.240, -3.633], [-1.768, 1.838, -1.385], [0.991, -3.323, -2.900], [1.425, -4.269, -1.948], [1.107, -3.807, -0.651], [2.976, -0.245, 1.941], [2.863, 0.796, 3.401], [1.592, -0.410, 3.066], [0.523, 4.143, 1.622], [0.432, 2.778, 0.465], [-2.853, 1.299, 2.694], [-1.393, 1.521, 3.676], [-1.572, 1.147, 0.185], [0.025, -2.005, 1.181], [-0.207, -0.957, -3.682], [-1.871, 2.196, -3.800], [-0.380, 1.275, -4.060], [-1.948, 0.456, -4.126], [0.924, -5.233, -2.128], [2.515, -4.406, -2.032]],
  "mulliken_charge": [-0.673, -0.287, 0.530, -0.576, -0.351, -0.177, -0.911, 0.418, -0.671, 0.052, 0.132, -1.137, 0.927, 0.510, -1.234, 0.061, 1.635, -1.575, -0.731, -0.507, -0.297, -0.503, 0.228, 0.327, 0.290, 0.418, 0.243, 0.460, 0.442, 0.244, 0.630, 0.433, 0.355, 0.381, 0.411, 0.252, 0.253]
}

---

No. 3
{
  "formula": "C14H15P",
  "method": "the ωB97M-V functional and the def2-TZVPD basis",
  "e_homo_ev": -7.39,
  "smiles": "C/C=C1\\C=CC=C[C@H]1Pc1ccccc1",
  "homo_lumo_gap_ha": 0.29101,
  "de_lowest_kcal_mol": 19.40,
  "symbols": ["C", "C", "C", "C", "C", "C", "C", "C", "P", "C", "C", "C", "C", "C", "C", "H", "H", "H", "H", "H", "H", "H", "H", "H", "H", "H", "H", "H", "H", "H"],
  "coordinates": [[-0.997, 1.281, 3.411], [-0.477, 1.723, 2.118], [0.342, 1.133, 1.204], [0.857, -0.178, 1.302], [1.841, -0.741, 0.609], [2.339, -0.108, -0.610], [1.823, 1.061, -0.893], [0.805, 1.835, -0.063], [-0.532, 1.795, -1.469], [-0.701, 0.001, -1.388], [-0.005, -0.740, -2.330], [-0.327, -2.131, -2.471], [-1.180, -2.651, -1.531], [-1.948, -1.908, -0.629], [-1.778, -0.530, -0.699], [-1.873, 1.891, 3.782], [-1.313, 0.215, 3.263], [-0.320, 1.433, 4.217], [-0.723, 2.797, 1.971], [0.548, -0.678, 2.199], [2.306, -1.800, 0.869], [2.851, -0.780, -1.281], [2.226, 1.681, -1.790], [1.092, 2.895, 0.103], [0.384, 1.640, -2.484], [0.881, -0.343, -2.855], [0.371, -2.814, -3.036], [-1.247, -3.749, -1.504], [-2.785, -2.249, 0.032], [-2.458, 0.016, -0.048]],
  "mulliken_charge": [-1.295, -0.320, 0.171, -0.275, -0.526, -0.250, -1.237, 0.388, -0.282, 0.461, 0.069, -0.718, -0.372, -0.460, -0.343, 0.318, 0.325, 0.304, 0.297, 0.371, 0.207, 0.452, 0.398, 0.625, 0.035, 0.415, 0.277, 0.319, 0.328, 0.317]
}